{
  "formula": "C32H87N5O14",
  "method": "the ωB97M-V functional and the def2-TZVPD basis",
  "lumo_ev": 0.29,
  "total_energy_ev": -70702.9150,
  "smiles": "COCCNCCOC.COCCNCCOC.COCCNCCOC.COCCNCCOC.COCCNCCOC.CCO.O.O.O",
  "homo_energy_ev": -8.95,
  "symbols": ["C", "O", "C", "C", "N", "C", "C", "O", "C", "H", "H", "H", "H", "H", "H", "H", "H", "H", "H", "H", "H", "H", "H", "H", "C", "O", "C", "C", "N", "C", "C", "O", "C", "H", "H", "H", "H", "H", "H", "H", "H", "H", "H", "H", "H", "H", "H", "H", "C", "O", "C", "C", "N", "C", "C", "O", "C", "H", "H", "H", "H", "H", "H", "H", "H", "H", "H", "H", "H", "H", "H", "H", "C", "O", "C", "C", "N", "C", "C", "O", "C", "H", "H", "H", "H", "H", "H", "H", "H", "H", "H", "H", "H", "H", "H", "H", "C", "O", "C", "C", "N", "C", "C", "O", "C", "H", "H", "H", "H", "H", "H", "H", "H", "H", "H", "H", "H", "H", "H", "H", "O", "H", "H", "O", "H", "H", "O", "H", "H", "C", "C", "O", "H", "H", "H", "H", "H", "H"],
  "coordinates": [[-0.4749, 1.9068, -6.8855], [0.3735, 0.9986, -6.2483], [1.6359, 0.9027, -6.8691], [2.6043, 0.1459, -5.9926], [3.2020, 0.8741, -4.8720], [2.3010, 1.0174, -3.7282], [3.0321, 1.5583, -2.5346], [2.0920, 1.7108, -1.4784], [2.6517, 1.4238, -0.2005], [-0.0970, 2.9394, -6.8296], [-1.4540, 1.8387, -6.4199], [-0.5849, 1.6996, -7.9623], [1.9972, 1.9165, -7.1115], [1.5622, 0.3873, -7.8424], [3.4061, -0.2389, -6.6312], [2.1186, -0.7489, -5.5958], [3.4286, 1.8174, -5.1727], [1.9391, 0.0307, -3.4116], [1.3895, 1.5780, -3.9617], [3.4979, 2.5411, -2.7073], [3.8501, 0.8849, -2.2583], [2.7687, 0.3472, -0.0555], [1.8986, 1.8029, 0.4947], [3.5596, 2.0004, -0.0028], [2.4000, 10.8082, 3.3373], [2.1346, 9.4684, 2.9906], [2.1002, 9.2671, 1.5869], [0.6806, 9.3640, 1.0759], [0.6276, 9.5892, -0.3814], [0.9528, 8.3944, -1.1466], [-0.0079, 7.2276, -1.0370], [-1.3043, 7.6997, -1.2983], [-2.3045, 6.6981, -1.2281], [1.6885, 11.4904, 2.8579], [3.4155, 11.1170, 3.0598], [2.3131, 10.8705, 4.4206], [2.5094, 8.2725, 1.3970], [2.7484, 9.9931, 1.0859], [0.1556, 10.1781, 1.5786], [0.1253, 8.4549, 1.3487], [-0.3451, 9.7931, -0.5878], [1.9881, 8.0740, -1.0168], [0.9187, 8.6959, -2.2023], [0.0444, 6.6812, -0.0796], [0.3406, 6.4621, -1.7542], [-1.9604, 5.7022, -1.5152], [-3.1334, 7.0746, -1.8150], [-2.6412, 6.5736, -0.1870], [-3.9411, 3.3674, -0.8631], [-3.5185, 2.3419, -0.0198], [-3.5318, 1.0961, -0.6484], [-3.2718, -0.0113, 0.3464], [-2.4738, -1.0954, -0.2393], [-1.0762, -0.5897, -0.5417], [-0.1683, -1.7838, -0.3376], [-0.3450, -2.2552, 0.9781], [0.8370, -2.6633, 1.6636], [-4.9512, 3.1705, -1.2489], [-3.2963, 3.5199, -1.7419], [-3.9351, 4.3110, -0.3202], [-2.7640, 1.0540, -1.4415], [-4.4450, 0.8949, -1.2354], [-4.2194, -0.3547, 0.7783], [-2.8044, 0.3941, 1.2607], [-2.2578, -1.7238, 0.5318], [-0.8071, 0.2639, 0.0859], [-1.1201, -0.3119, -1.5940], [0.8818, -1.5313, -0.5189], [-0.4251, -2.5110, -1.1154], [1.2822, -1.8245, 2.2022], [1.5288, -3.1890, 1.0091], [0.5020, -3.4307, 2.3689], [-3.2110, -4.6931, 0.2431], [-2.6480, -5.3855, 1.3413], [-3.3573, -5.2959, 2.5637], [-3.4872, -3.8936, 3.1475], [-2.1640, -3.2985, 3.2885], [-2.1178, -1.9109, 3.7042], [-2.5976, -1.7025, 5.1230], [-1.5578, -1.3186, 6.0099], [-1.1847, 0.0179, 5.8486], [-3.3793, -5.4145, -0.5561], [-2.5394, -3.8958, -0.0741], [-4.1604, -4.2102, 0.4923], [-2.7531, -5.8508, 3.2814], [-4.3547, -5.7358, 2.4503], [-3.8289, -4.0211, 4.1805], [-4.2160, -3.2445, 2.6403], [-1.6192, -3.4215, 2.4426], [-2.6251, -1.2606, 2.9665], [-1.0919, -1.5441, 3.6391], [-2.9621, -2.6541, 5.5090], [-3.4209, -0.9827, 5.2013], [-0.6768, 0.2031, 4.8892], [-0.4258, 0.2882, 6.5869], [-2.0380, 0.6925, 5.9732], [-1.9925, -6.3581, -3.2352], [-0.6163, -6.0911, -3.1664], [-0.2963, -5.1725, -2.1441], [1.1241, -4.6739, -2.3880], [1.8515, -4.4312, -1.1430], [2.2674, -5.6506, -0.4770], [3.3700, -5.3726, 0.5225], [4.4676, -4.8142, -0.1802], [5.5739, -4.6020, 0.6496], [-2.1388, -7.1643, -3.9525], [-2.5729, -5.4771, -3.5330], [-2.3895, -6.7263, -2.2763], [-0.3210, -5.6941, -1.1811], [-1.0148, -4.3477, -2.1789], [1.1299, -3.7287, -2.9429], [1.6581, -5.3599, -3.0632], [2.6804, -3.8943, -1.3697], [2.6623, -6.3889, -1.1940], [1.4243, -6.1091, 0.0448], [3.6467, -6.2965, 1.0429], [3.0302, -4.6492, 1.2764], [6.2686, -3.9166, 0.1634], [6.1264, -5.5262, 0.8591], [5.2777, -4.1517, 1.6059], [-0.1867, -5.1600, 5.3098], [-0.5529, -4.5788, 4.6298], [0.3358, -4.5786, 5.8691], [-4.2166, 5.4747, -3.6961], [-5.1411, 5.6248, -3.4785], [-3.8374, 6.3544, -3.7764], [-5.2218, -1.9413, -1.3597], [-5.2450, -1.1399, -1.8886], [-4.2801, -2.0905, -1.1922], [4.3579, -3.3517, 4.5691], [3.2230, -4.3398, 4.6605], [3.7562, -5.6538, 4.7864], [4.0212, -2.3167, 4.5003], [4.9705, -3.5604, 3.6836], [5.0673, -3.4229, 5.3965], [2.5768, -4.2134, 3.7879], [2.6450, -4.1385, 5.5708], [3.1040, -6.2603, 4.4246]],
  "forces_ev_per_angstrom": [[-0.16, 0.37, -0.59], [0.15, -0.21, 0.19], [-0.10, 0.10, -0.41], [0.48, -0.15, 0.08], [-0.43, 0.09, 0.12], [-0.28, -0.58, -0.12], [0.12, 0.65, 0.38], [0.50, -0.37, 0.22], [-1.09, 0.73, -0.13], [-0.04, -0.10, 0.23], [0.00, 0.07, 0.07], [0.00, -0.21, 0.15], [0.18, -0.07, 0.20], [-0.20, -0.02, 0.13], [0.05, 0.19, -0.01], [-0.13, 0.08, 0.02], [0.21, -0.11, -0.15], [0.10, -0.05, -0.28], [0.12, 0.26, 0.15], [-0.04, -0.08, -0.25], [-0.12, -0.15, 0.01], [0.32, 0.02, 0.01], [0.10, -0.25, 0.19], [0.21, -0.28, -0.16], [-0.06, -0.02, 0.10], [0.23, -0.13, -0.02], [0.17, -0.05, 0.21], [-0.43, -0.12, -0.49], [-0.11, -0.23, 0.77], [-0.07, 0.37, -1.02], [0.65, -0.78, 0.36], [0.10, -0.33, -0.29], [0.12, 0.28, 0.96], [0.00, 0.06, 0.12], [-0.02, -0.10, -0.09], [-0.09, 0.12, -0.03], [0.03, 0.01, 0.03], [-0.08, 0.04, -0.11], [0.18, 0.17, -0.08], [0.13, 0.01, 0.16], [0.10, 0.15, -0.19], [-0.06, -0.04, 0.42], [-0.03, 0.02, 0.08], [-0.16, 0.42, 0.16], [-0.39, 0.19, -0.21], [0.04, 0.17, -0.58], [-0.14, -0.32, -0.12], [-0.03, 0.16, -0.07], [-0.19, 0.54, -0.70], [-0.14, -0.06, 0.41], [0.53, -0.55, -1.10], [-0.34, 0.12, 1.07], [0.82, 0.59, 0.71], [-1.31, -0.78, -0.41], [0.55, 0.73, -0.72], [0.21, -0.33, 0.09], [-0.68, -0.63, 0.10], [0.00, 0.08, 0.10], [0.08, -0.28, 0.11], [-0.10, -0.12, 0.21], [0.12, 0.20, 0.26], [-0.28, 0.31, 0.49], [-0.01, -0.46, -0.56], [0.42, 0.33, -0.45], [-0.62, -0.19, 0.03], [0.03, 0.00, 0.02], [0.62, 0.25, 0.02], [-0.04, 0.16, 0.08], [-0.06, -0.37, 0.40], [0.17, 0.00, -0.09], [0.10, 0.39, -0.25], [0.13, 0.23, 0.26], [-0.26, 0.06, 0.23], [0.21, 0.20, 0.22], [-0.01, 0.29, 0.01], [0.51, 0.17, 0.61], [0.65, -0.36, -0.13], [0.04, 0.52, -0.97], [-0.17, -0.14, 0.53], [0.00, -0.21, 0.11], [0.65, 0.49, -0.07], [0.01, 0.16, -0.16], [0.16, -0.08, -0.20], [-0.09, -0.15, 0.02], [-0.16, -0.29, -0.09], [0.03, -0.09, 0.13], [-0.50, -0.13, -0.20], [0.10, -0.04, -0.23], [-0.23, 0.05, -0.13], [-0.38, -0.06, 0.30], [0.18, -0.32, 0.11], [0.01, 0.02, 0.07], [0.04, 0.07, -0.12], [-0.40, 0.01, -0.12], [-0.22, -0.28, 0.22], [-0.02, 0.03, -0.15], [-0.23, -0.43, 0.23], [-0.02, 0.00, -0.26], [0.47, -0.25, -0.33], [0.36, 0.54, -0.22], [-0.15, 0.11, -0.18], [0.40, -0.26, -0.01], [-0.18, 0.20, -0.08], [-0.24, -0.15, -0.09], [0.52, 0.19, 0.36], [0.03, 0.14, -0.15], [0.05, 0.02, -0.03], [0.11, 0.14, -0.02], [-0.31, 0.24, 0.14], [-0.02, 0.02, 0.32], [-0.27, -0.01, 0.10], [-0.18, -0.33, 0.25], [0.06, -0.06, 0.07], [-0.11, -0.02, 0.01], [0.01, 0.00, 0.01], [0.10, -0.01, -0.06], [0.03, -0.07, 0.07], [-0.14, -0.01, -0.15], [-0.18, -0.07, 0.03], [-0.01, -0.06, -0.07], [0.14, -0.06, -0.13], [-0.30, 0.10, -0.02], [-0.04, 0.04, 0.06], [-0.03, -0.07, 0.02], [-0.05, -0.01, -0.03], [0.03, 0.02, -0.06], [-0.06, -0.23, 0.01], [0.01, 0.00, -0.04], [0.11, 0.23, 0.03], [0.86, 0.02, -0.36], [0.18, 0.27, 0.72], [-0.08, 0.08, -0.55], [-0.18, -0.05, 0.05], [-0.22, 0.05, 0.00], [-0.30, -0.09, 0.21], [-0.09, -0.27, 0.01], [-0.20, 0.16, -0.19], [-0.01, -0.13, 0.15]],
  "lowdin_charge": [-0.126, -0.193, -0.240, -0.208, -0.054, -0.224, -0.239, -0.205, -0.109, 0.089, 0.088, 0.089, 0.124, 0.125, 0.113, 0.121, 0.107, 0.123, 0.119, 0.126, 0.122, 0.080, 0.085, 0.088, -0.121, -0.193, -0.231, -0.206, -0.055, -0.218, -0.256, -0.183, -0.103, 0.086, 0.087, 0.087, 0.120, 0.123, 0.119, 0.113, 0.098, 0.117, 0.119, 0.121, 0.126, 0.082, 0.073, 0.091, -0.128, -0.161, -0.247, -0.221, -0.046, -0.160, -0.216, -0.220, -0.075, 0.092, 0.083, 0.080, 0.118, 0.116, 0.117, 0.113, 0.065, 0.126, 0.113, 0.118, 0.101, 0.096, 0.055, 0.079, -0.092, -0.188, -0.206, -0.201, -0.058, -0.200, -0.204, -0.183, -0.130, 0.078, 0.064, 0.088, 0.125, 0.126, 0.114, 0.118, 0.072, 0.107, 0.107, 0.116, 0.123, 0.083, 0.089, 0.090, -0.120, -0.186, -0.221, -0.191, -0.063, -0.207, -0.223, -0.185, -0.108, 0.088, 0.091, 0.080, 0.121, 0.106, 0.116, 0.121, 0.109, 0.128, 0.119, 0.130, 0.100, 0.090, 0.094, 0.066, -0.065, -0.002, 0.020, -0.055, 0.041, 0.026, -0.069, 0.020, 0.000, -0.086, -0.330, -0.069, 0.075, 0.052, 0.079, 0.092, 0.101, 0.082]
}